DFT (ωB97M-V/def2-TZVPD) results for a 2-piece molecular cluster, C8H5BrClF3 overall in a non-equilibrium geometry.

Each line ends with the Löwdin charge.
CARTESIAN COORDINATES (ANGSTROEM)
C 1.987 1.427 0.450  -0.11
C 1.399 1.486 -0.786  -0.08
C 1.949 0.246 1.120  -0.09
C 0.340 0.649 -1.192  -0.06
C 1.060 -0.739 0.675  -0.03
C 0.163 -0.476 -0.435  -0.26
C -0.904 -1.404 -0.754  -0.67
C -2.656 -0.417 0.538  -0.82
F -0.964 -2.547 -0.022  -0.01
F -3.864 -0.973 0.360  0.01
F -2.579 0.686 -0.274  -0.03
Cl -1.639 -1.449 -2.314  0.77
Br -2.145 -0.268 2.350  0.80
H 2.710 2.176 0.695  0.10
H 1.611 2.365 -1.502  0.14
H 2.472 -0.013 2.140  0.15
H -0.158 0.934 -2.092  0.10
H 1.218 -1.682 1.043  0.08

Results
- energy relative to the best compared isomer or geometry (same formula, charge and spin) (kJ/mol) = 252.6
- net charge = 0
- DFT total energy (eV) = -99090.8478
- gap between HOMO and LUMO (alpha / beta) (eV) = 7.767 / 7.405